*A*
{
  "formula": "C4H5N3S",
  "method": "ωB97M-V/def2-TZVPD",
  "spin_multiplicity": 1,
  "total_charge": 0,
  "symbols": ["H", "N", "C", "N", "C", "N", "C", "C", "S", "H", "H", "H", "H"],
  "positions_angstrom": [[-1.028, 2.725, 0.084], [-0.413, 1.936, 0.234], [-0.974, 0.811, 0.082], [-2.301, 0.428, -0.260], [-2.223, -0.844, -0.304], [-0.979, -1.443, 0.028], [-0.184, -0.458, 0.276], [1.204, -0.549, 0.824], [2.390, -0.072, -0.439], [-3.061, -1.494, -0.591], [1.386, -1.598, 1.042], [1.252, 0.051, 1.702], [2.117, 1.265, -0.497]]
}

*B*
{
  "formula": "C4H5N3S",
  "method": "ωB97M-V/def2-TZVPD",
  "spin_multiplicity": 1,
  "total_charge": 0,
  "symbols": ["H", "N", "C", "N", "N", "C", "S", "C", "C", "H", "H", "H", "H"],
  "positions_angstrom": [[2.355, 2.040, -0.665], [1.779, 1.209, -0.713], [0.848, 1.317, 0.139], [-0.126, 0.354, 0.335], [-1.074, 0.639, 1.299], [-1.914, -0.310, 1.394], [-1.694, -1.679, 0.331], [-0.261, -0.876, -0.346], [0.514, -1.380, -1.302], [0.670, 2.153, 0.812], [-2.728, -0.268, 2.112], [1.373, -0.859, -1.674], [0.257, -2.342, -1.723]]
}

*A* is preferred energetically. Next in line: 0.483 eV higher.